Entry from OMol25: a structure of composition C2H3CaCsO (ωB97M-V/def2-TZVPD).

Cartesian coordinates (Å):
Cs  0.022  2.339  -0.698
Ca  -3.801  -2.363  -1.193
O  -0.993  -0.130  0.558
C  1.165  -0.894  1.140
C  -0.060  -1.144  0.613
H  0.300  3.797  -3.204
H  1.428  0.060  1.631
H  1.939  -1.665  1.153

Calculated values
ΔE to the lowest compared entry with this formula, charge and spin, eV: 1.107
Max |F|, eV/Å: 7.455
Total charge: 0
Energy, a.u.: -850.643260
LUMO energy (alpha / beta), eV: -3.1913 / -2.2832

Partial atomic charges computed with the Mulliken method, in multiples of e: Cs 0.46; Ca 0.14; O -0.38; C -0.52; C 0.17; H -0.42; H 0.28; H 0.27